A molecular structure, CoF3Pb4. Source: the Open Molecules 2025 dataset; level of theory: wB97M-V/def2-TZVPD.

Output
E_LUMO (spin up / spin down) in eV: -28.39 / -30.77
<S²>: 3.755
E in Eh: -2449.25276
Net charge: +7
Highest occupied orbital energy (spin up / spin down) in eV: -36.6 / -36.6
Energy above the lowest of the compared OMol25 structures with the same formula, charge and spin in kcal per mole: 0.0
Spin multiplicity: 4

Geometry as XYZ:
```
8
Properties=species:S:1:pos:R:3:forces:R:3:mulliken_charge:R:1
Pb 1.385403 -0.828925 -3.156554 -0.50 -0.99 -2.23 1.834
Pb 3.018242 -0.323830 2.390123 2.20 -1.24 1.62 1.907
Pb -1.926766 1.385510 -0.791586 -2.47 -0.19 0.00 1.698
Pb -1.535310 -2.178223 0.273848 -1.61 -1.15 0.35 1.757
Co 0.771027 2.422445 1.433344 0.13 -0.59 0.04 1.621
F -1.832745 0.164556 1.393549 0.88 0.07 -2.96 -0.617
F -0.968621 -1.123604 -2.208660 1.36 1.03 1.68 -0.672
F 1.088770 0.482069 0.665938 0.01 3.06 1.51 -0.528
```
Forces are in eV/Å.